1.
C7H9FN2O2 in the gas phase at a distorted geometry. Source: OMol25; level of theory: ωB97M-V with the def2-TZVPD basis set.

Geometry (Å):
C: 2.2610 -0.7783 -0.9131
C: 2.2725 0.4343 -0.3976
F: 3.4644 0.7114 0.2653
C: 1.3844 1.5876 -0.4015
C: 0.1336 1.5501 0.1138
C: -0.4920 0.3001 0.4914
C: -0.1567 -0.1174 1.8933
C: -1.5093 -0.3320 -0.2017
N: -2.1777 -1.4671 0.1921
N: -1.8658 0.0357 -1.6159
O: -1.3089 1.0065 -2.0719
O: -2.8176 -0.6674 -2.0692
H: 3.1459 -1.4163 -0.6017
H: 1.6164 -1.1743 -1.6296
H: 1.8909 2.4903 -0.7765
H: -0.5547 2.3629 0.0281
H: -0.1727 -1.2059 2.0425
H: -1.0586 0.2052 2.4735
H: 0.7066 0.2239 2.4111
H: -2.1979 -1.6691 1.1700
H: -2.5637 -2.0802 -0.4023

The molecular weight is 172.2 g mol⁻¹. Its energy above the lowest of the compared OMol25 structures with the same formula, charge and spin is 87.6 kcal per mole. The SMILES is C=C(F)/C=C\C(C)=C(\N)[N+](=O)[O-]. Its total charge is 0. For the lowest unoccupied orbital energy, the calculation gives -0.4 eV. As for the spin multiplicity: 1.

=====

2.
2 unconnected molecules or ions with the total composition CH4NO3P at a distorted geometry. Source: OMol25; level of theory: ωB97M-V with the def2-TZVPD basis set.

Geometry (Å):
C: -1.3531 0.7577 0.3556
N: 1.4080 -0.6306 -0.4049
O: 1.2031 1.4346 -3.2066
O: -0.0544 1.2770 0.4621
O: -1.1774 0.0528 -0.8608
P: 0.3993 0.5925 -0.9771
H: -1.8915 0.1158 1.1156
H: -2.0055 1.6491 0.2669
H: 2.2754 -0.0814 -0.0395
H: 1.5192 -1.1798 -1.2482

The molecular weight is 109.0 g mol⁻¹. Its energy above the lowest of the compared OMol25 structures with the same formula, charge and spin is 156.6 kcal per mole. Its total charge is 0. For the lowest unoccupied orbital energy (spin up / spin down), the calculation gives -1.4 / -1.5 eV. As for the spin multiplicity: 1.

=====

3.
4 unconnected molecules or ions with the total composition C17H21FN2O14S5 at a distorted geometry. Source: OMol25; level of theory: ωB97M-V with the def2-TZVPD basis set.

Geometry (Å):
C: -2.9734 0.8229 2.0773
C: -2.9314 -0.1646 1.3495
C: -2.7210 -1.4717 0.4952
C: -3.6790 -1.4705 -0.7704
C: -3.2621 -0.2417 -1.7292
C: -1.8109 -0.4805 -2.2780
C: -1.6318 -1.6480 -3.2689
C: -0.3222 -2.0275 -3.8772
C: 0.8897 -1.2071 -3.4268
N: 2.2181 -1.4049 -3.8321
S: 3.1776 -0.2830 -3.0251
N: 1.9668 0.5112 -2.1801
C: 0.7193 -0.0343 -2.4244
C: -0.6583 0.3471 -1.8376
S: -0.7077 1.7233 -0.6571
O: 0.3900 2.6311 -1.0522
O: -1.9397 2.5081 -0.6587
F: -0.2686 1.1213 0.8131
H: -2.6331 1.7791 2.5657
H: -1.6399 -1.6481 0.2159
H: -3.0373 -2.3265 1.1602
H: -4.7799 -1.4127 -0.5044
H: -3.4642 -2.4163 -1.3763
H: -3.4609 0.7728 -1.2870
H: -3.9598 -0.3306 -2.6335
H: -2.5110 -2.2792 -3.6024
H: -0.2664 -2.9006 -4.5898
O: 0.5369 -5.0705 -5.8801
S: 1.3452 -6.1259 -5.3605
O: 1.1502 -7.4910 -5.7100
O: 1.3590 -6.0013 -3.7468
C: 2.7040 -5.8498 -3.2880
C: 3.4390 -5.1671 -4.4275
O: 2.8967 -5.7483 -5.6158
H: 3.1119 -6.8453 -3.0937
H: 2.7299 -5.2628 -2.3703
H: 4.5160 -5.3221 -4.3801
H: 3.2268 -4.0940 -4.4483
O: 5.0325 6.3646 2.3599
S: 4.9180 5.1407 1.6380
O: 6.0489 4.3634 1.2560
O: 4.0074 5.4100 0.3292
C: 2.8654 4.5481 0.3534
C: 2.5896 4.2920 1.8229
O: 3.8808 4.1795 2.4259
H: 3.1250 3.6228 -0.1667
H: 2.0215 5.0199 -0.1481
H: 2.0080 3.3854 1.9845
H: 2.0748 5.1405 2.2826
O: -4.3555 1.1827 5.1380
S: -3.3204 2.1570 5.2021
O: -3.1373 3.1582 4.2034
O: -1.9148 1.3871 5.4255
C: -1.2999 1.8491 6.6294
C: -2.4486 2.2767 7.5255
O: -3.3950 2.8852 6.6454
H: -0.6564 2.6970 6.3799
H: -0.6988 1.0585 7.0777
H: -2.1350 2.9778 8.2977
H: -2.9287 1.4125 7.9929

The molecular weight is 656.7 g mol⁻¹. The SMILES is C#CCCCc1ccc2nsnc2c1S(=O)(=O)F.O=S1(=O)OCCO1.O=S1(=O)OCCO1.O=S1(=O)OCCO1. Its total charge is 0. For the lowest unoccupied orbital energy, the calculation gives -1.9 eV. As for the spin multiplicity: 1.

=====

4.
2 unconnected molecules or ions with the total composition C2H10N at a distorted geometry. Source: OMol25; level of theory: ωB97M-V with the def2-TZVPD basis set.

Geometry (Å):
N: -1.5145 -1.2175 -0.5069
H: -2.1010 -1.5183 0.2671
H: -1.8769 -1.2998 -1.4568
H: -1.0899 -0.2870 -0.3417
H: -0.6694 -1.8006 -0.5065
C: 0.8891 0.9660 -0.4360
C: 0.8730 0.5436 1.0521
H: 1.5016 0.2524 -0.9815
H: 1.3190 1.9535 -0.5671
H: -0.0920 1.0644 -0.8833
H: -0.0813 0.5958 1.5553
H: 1.3018 -0.4443 1.1936
H: 1.5404 1.1917 1.6117

The molecular weight is 48.1 g mol⁻¹. Its energy above the lowest of the compared OMol25 structures with the same formula, charge and spin is 6.6 kcal per mole. Its total charge is +1. For the lowest unoccupied orbital energy, the calculation gives -4.3 eV. As for the spin multiplicity: 1.

=====

5.
A molecular structure, I2NP at a distorted geometry. Source: OMol25; level of theory: ωB97M-V with the def2-TZVPD basis set.

Geometry (Å):
N: 0.7898 -0.0620 -0.3698
P: -0.5414 0.1231 0.2308
I: -3.0487 1.8016 0.8738
I: -1.5409 -1.9293 1.4002

The molecular weight is 298.8 g mol⁻¹. Its energy above the lowest of the compared OMol25 structures with the same formula, charge and spin is 29.4 kcal per mole. Its total charge is 0. For the lowest unoccupied orbital energy (spin up / spin down), the calculation gives -4.2 / -4.2 eV. As for the spin multiplicity: 1.

=====

6.
A gas-phase ion, C2N2O4S (charge -2) at a distorted geometry. Source: OMol25; level of theory: ωB97M-V with the def2-TZVPD basis set.

Geometry (Å):
N: -2.2480 1.7583 1.2859
C: -1.3366 1.3737 0.6851
C: -0.1895 0.7932 -0.0478
O: 0.5047 1.5344 -0.7615
N: -0.1979 -0.4629 0.2681
S: 0.9892 -1.4387 -0.4040
O: 2.3082 -0.9693 0.0500
O: 0.8331 -1.4407 -1.8676
O: 0.6872 -2.7724 0.1567

The molecular weight is 148.1 g mol⁻¹. Its energy above the lowest of the compared OMol25 structures with the same formula, charge and spin is 40.4 kcal per mole. The SMILES is N#CC(=O)N=S(=O)([O-])[O-]. Its total charge is -2. For the lowest unoccupied orbital energy, the calculation gives 6.9 eV. As for the spin multiplicity: 1.